Entry from the Open Molecules 2025 dataset: a 11-piece molecular cluster, C45H65N7O15 overall in a non-equilibrium geometry (wB97M-V/def2-TZVPD).

Output
Gap between HOMO and LUMO in eV: 6.82
Structure (SMILES): O=C1C=CC(=O)C=C1.O=C1C=CC(=O)C=C1.O=C1C=CC(=O)C=C1.O=C1C=CC(=O)C=C1.CNC(C)=O.CNC(C)=O.CNC(C)=O.CNC(C)=O.CNC(C)=O.CNC(C)=O.CNC(C)=O
Largest force on an atom in eV/A: 2.9
E_LUMO in eV: -1.69

Each line ends with the Mulliken charge.
Positions of all 132 atoms, in Å:
H (1.6943, -5.2443, -5.5600)  0.47
H (-7.6104, 3.6241, -0.1143)  0.48
H (-0.9876, 3.5748, 5.1546)  0.46
O (-2.3456, -0.8154, -2.7236)  -0.37
C (-6.9813, 1.9781, -1.2873)  -0.53
C (-5.5190, 3.1816, 0.2480)  0.02
H (-0.4447, -1.4317, -3.8343)  0.02
C (1.8166, -6.2925, 2.5536)  -1.05
C (-0.3573, -0.3090, -5.6649)  -1.17
C (-0.8430, 0.1162, 0.2406)  0.22
H (-1.8389, -0.3169, 0.4117)  -0.10
H (6.1864, -1.3235, 2.3507)  0.24
H (-7.5363, 0.0386, 2.9191)  0.50
H (0.7659, 1.9424, 6.4283)  0.25
C (-4.5021, 1.4549, 4.0157)  0.06
H (6.8434, 1.3570, -0.7132)  0.25
O (-2.7240, 5.3789, -2.2992)  -0.68
H (-5.6037, -3.5847, -0.6686)  0.45
H (-1.2410, 1.8210, 4.9879)  0.46
O (4.8940, 1.6027, 1.1054)  -0.70
H (0.5435, 0.2739, -5.5912)  0.28
C (2.0336, -3.1923, -4.8683)  -0.09
O (1.3352, 3.0357, 3.5225)  -0.61
O (-5.4060, 4.1606, 0.9626)  -0.61
N (3.6725, -0.7125, 2.6366)  0.33
H (0.7368, 5.1208, -0.2616)  0.30
H (-4.5006, -2.3873, -0.0743)  -0.25
H (1.8763, -4.2088, 2.3969)  0.22
H (2.4247, -0.7651, 4.2556)  0.54
C (-5.8620, 1.0778, -1.6823)  -0.03
O (-6.0117, 0.2282, -2.5457)  -0.58
C (-1.7964, 4.9790, -1.6080)  0.31
C (-2.0606, -0.3020, -3.8342)  0.97
H (-0.5688, -3.9397, -2.3907)  0.14
N (1.3468, 2.1293, 5.6208)  -0.12
C (-0.0297, -0.4042, -0.6540)  -0.05
C (1.2245, 0.2679, -1.0148)  -0.75
N (6.6876, 2.8956, 0.6737)  -0.18
H (-1.7134, -5.1178, -3.0555)  0.33
H (6.1707, -2.8040, 3.3124)  0.35
H (7.0247, 3.8380, 0.7018)  0.25
H (4.9799, 4.8218, 1.5464)  0.44
H (2.3165, 0.7354, 3.2739)  -0.30
H (5.4266, -2.7786, 1.6786)  0.24
H (3.3017, 1.8074, 4.9489)  0.10
C (0.7209, 2.6239, 4.4876)  0.76
H (-1.1536, 0.2451, -6.1347)  0.50
H (1.1420, 2.6755, 1.4444)  0.33
O (-6.7426, 1.7494, 4.7386)  -0.56
C (5.6109, -2.2178, 2.6018)  -1.10
C (2.3612, -4.4292, -5.6523)  -0.46
C (0.8670, 1.8734, 0.7124)  0.73
C (-4.7156, -3.0404, -0.9292)  -0.59
C (1.2349, -3.5316, 0.0547)  0.70
H (1.8569, -3.4086, -0.8571)  0.13
C (3.1222, -2.3111, -4.5919)  -0.06
H (-4.8332, -2.4375, -1.8326)  0.26
C (7.4737, 1.8987, 0.0123)  -0.83
H (1.4789, -2.7144, 0.7219)  -0.24
C (-3.5805, -4.0622, -1.0740)  0.66
C (-3.6501, 0.7669, 3.3146)  0.47
H (-3.4678, 2.4282, 0.3450)  0.79
H (3.6813, 3.5898, 1.6936)  -0.11
C (-4.4075, 2.2813, -0.1467)  -0.56
O (-3.2955, -1.0032, 1.8288)  -0.62
C (4.7264, 3.7896, 1.8241)  -0.49
H (-3.6580, 0.6683, -1.2799)  0.41
H (3.1260, 1.8994, 6.7019)  0.35
H (-1.1959, 2.9151, 3.5973)  0.16
H (-5.8919, -1.1566, 1.4465)  0.43
H (-3.7158, 1.0895, -3.7925)  -0.16
H (0.1905, -3.4566, -0.2421)  -0.34
H (-0.2185, -1.1954, -6.3038)  0.27
C (3.4593, -4.4628, -6.4170)  -0.44
H (-4.2352, 2.2950, 4.6551)  0.41
O (3.6529, -2.5360, 3.8377)  -0.70
O (0.9432, -3.0622, -4.3651)  -0.40
H (1.0198, -7.0034, 2.4745)  0.31
C (5.4356, 2.6809, 1.1214)  0.39
C (-0.4981, 1.3865, 0.9095)  0.01
H (3.0200, 3.3463, 5.6366)  0.30
H (2.7253, 1.6543, -0.2914)  0.41
H (0.0749, 6.0477, 0.9891)  0.42
H (2.9651, -1.6266, -3.7789)  0.65
H (-7.8946, 1.7652, -1.8312)  0.46
H (-2.5948, -2.6279, -2.2940)  0.10
H (-1.7616, 6.5761, -0.3416)  0.26
H (1.8341, -6.0820, 3.6133)  0.40
H (2.7521, -6.8147, 2.3194)  0.29
C (-0.1632, 5.2317, 0.3213)  -0.64
H (5.1853, -1.7435, -5.0324)  0.43
C (2.7762, 2.3118, 5.7562)  -0.72
H (-0.2144, -1.3555, -1.1253)  1.33
C (4.5162, -3.4301, -6.2771)  0.40
H (8.3078, 2.3874, -0.4861)  0.34
C (1.3656, -4.9357, 0.5692)  0.26
H (-1.3054, -5.1722, -1.3740)  0.46
N (-1.3614, 5.6649, -0.4611)  -0.15
C (-1.4987, -4.4942, -2.1736)  -1.06
C (-5.6194, -0.5030, 2.2376)  -0.44
H (-1.3587, 2.8239, -1.5249)  -0.10
O (5.5509, -3.4518, -6.9373)  -0.56
N (-2.5569, -3.5791, -1.8818)  0.29
C (-1.0361, 3.7264, -2.0398)  -0.37
O (-3.6465, -5.1906, -0.6388)  -0.68
N (-0.8685, -0.7036, -4.3866)  0.26
C (-6.8225, 2.9481, -0.3902)  -0.57
C (1.6827, 1.3724, -0.1873)  -1.00
H (1.4831, -0.7457, 2.7184)  0.11
H (7.8890, 1.1089, 0.6917)  0.24
H (0.0550, 3.7969, -1.8820)  0.34
C (-4.1252, -0.2915, 2.3644)  0.70
C (4.2825, -1.8460, 3.0657)  0.86
C (-4.5378, 1.2786, -1.0073)  0.62
H (4.9863, 3.6006, 2.8767)  0.24
H (3.6711, -5.3761, -6.9646)  0.38
C (4.3079, -2.3611, -5.2410)  -0.41
C (2.3641, -0.3505, 3.2516)  -0.45
O (1.2161, -5.8755, -0.1510)  -0.65
H (-2.1709, 1.6540, -4.4801)  0.49
N (1.6263, -5.0514, 1.8928)  -0.09
C (-6.4773, 0.1593, 2.9806)  -0.61
H (-1.1741, 3.6397, -3.1107)  0.32
O (-1.3241, 1.9957, 1.5702)  -0.59
C (-2.8631, 0.8178, -4.4106)  -1.54
H (4.2024, -0.0836, 1.9926)  0.15
H (-3.2561, 0.5061, -5.3752)  0.52
C (-5.9887, 1.1395, 4.0086)  0.00
H (-2.5648, 0.9484, 3.2871)  -0.39
O (1.8868, -0.2126, -1.9395)  -0.61
H (-0.4432, 4.3652, 0.9158)  0.05
C (-0.7605, 2.6982, 4.5518)  -1.35